[1]
Formula: C23H46Br6NO5S
Source: the Open Molecules 2025 dataset
Level of theory: the ωB97M-V functional and the def2-TZVPD basis

XYZ file:
```
82
Properties=species:S:1:pos:R:3:forces:R:3
C 3.314 0.466 1.934 0.1 0.1 0.0
O 3.259 1.634 2.721 0.2 0.1 0.1
C 1.964 1.967 3.154 -0.2 -0.1 -0.1
C 1.101 2.621 2.068 0.3 -0.1 0.3
C -0.403 2.420 2.297 0.1 0.2 -0.3
C -1.116 1.560 1.226 0.1 0.2 0.2
C -1.004 2.354 -0.092 -0.3 -0.1 0.0
C -1.642 1.750 -1.356 0.5 0.0 0.1
C -0.631 0.959 -2.217 -0.4 0.3 -0.2
C -0.451 1.550 -3.614 0.0 -0.2 -0.1
S 0.422 0.325 -4.550 -0.1 0.2 0.6
O -0.438 -0.778 -4.833 -0.3 -0.3 -0.2
O 1.668 0.054 -3.908 0.4 0.0 0.0
O 0.658 1.117 -5.902 0.2 0.0 -0.2
C -0.379 0.202 1.146 -0.5 0.0 -0.2
C -1.170 -1.140 1.148 0.3 0.1 -0.7
C -0.408 -2.128 2.041 -0.4 -0.2 -0.2
C -1.217 -1.748 -0.266 -0.4 0.0 0.2
N -2.588 -0.985 1.552 0.6 -0.4 1.1
O -3.143 -2.097 1.849 -0.2 0.0 -0.3
C -2.972 0.166 2.404 -0.6 0.4 -0.3
C -4.494 0.147 2.531 0.2 0.1 -0.1
C -2.355 0.049 3.792 0.0 -0.4 -0.1
C -2.593 1.438 1.646 0.3 -0.1 0.2
H 2.782 -0.364 2.412 -0.1 0.0 0.0
H 2.910 0.624 0.929 -0.1 0.0 -0.1
H 4.359 0.190 1.828 0.0 0.0 0.0
H 2.075 2.642 4.001 0.1 0.0 0.1
H 1.456 1.069 3.531 0.0 -0.1 0.0
H 1.427 2.207 1.115 -0.1 0.0 -0.1
H 1.343 3.682 2.047 0.0 0.1 -0.2
H -0.554 1.979 3.282 -0.1 0.0 0.1
H -0.904 3.388 2.313 0.0 0.1 0.1
H -1.411 3.345 0.113 -0.2 0.1 -0.1
H 0.048 2.512 -0.328 0.1 0.1 0.1
H -2.473 1.092 -1.111 -0.2 0.0 0.1
H -2.044 2.572 -1.947 -0.2 0.0 -0.1
H 0.351 0.919 -1.755 0.1 -0.1 0.2
H -0.989 -0.054 -2.355 0.1 -0.2 0.1
H -1.405 1.693 -4.117 -0.1 0.1 -0.1
H 0.122 2.474 -3.624 0.1 0.1 0.0
H 0.849 0.443 -6.575 0.0 0.2 -0.2
H 0.345 0.149 1.955 -0.1 0.0 0.1
H 0.209 0.205 0.233 0.2 -0.1 0.0
H -0.537 -3.139 1.670 -0.1 -0.1 0.1
H 0.643 -1.890 1.930 0.2 -0.1 0.3
H -0.724 -2.130 3.081 0.1 0.3 0.1
H -1.472 -2.803 -0.202 0.0 -0.1 0.0
H -0.262 -1.650 -0.774 0.1 0.0 -0.1
H -2.011 -1.275 -0.842 0.1 0.2 -0.2
H -4.835 -0.736 3.058 -0.1 -0.1 0.0
H -4.923 0.161 1.533 -0.2 -0.1 0.0
H -4.840 1.037 3.055 0.1 0.1 0.1
H -1.268 0.071 3.782 0.1 0.1 0.1
H -2.749 0.832 4.435 0.1 0.2 0.0
H -2.655 -0.909 4.217 0.0 0.0 0.1
H -3.259 1.517 0.789 0.0 -0.1 -0.1
H -2.823 2.282 2.296 -0.1 0.1 0.0
Br 2.476 -3.450 0.591 0.2 0.0 -0.2
C 2.644 -2.390 -1.036 -0.2 -0.1 0.1
C 4.014 -2.475 -1.645 0.1 0.1 0.0
Br 5.309 -1.446 -0.627 0.0 -0.1 0.0
H 2.392 -1.369 -0.763 0.0 0.0 0.0
H 1.895 -2.776 -1.723 0.0 0.0 0.0
H 4.001 -2.038 -2.641 0.0 0.0 0.0
H 4.387 -3.493 -1.693 0.0 0.0 0.0
Br 5.541 0.806 -3.713 -0.1 0.1 -0.1
C 6.680 2.365 -3.507 0.0 -0.1 0.0
C 7.686 2.174 -2.403 0.0 0.1 0.1
Br 6.864 2.305 -0.646 0.0 0.0 0.0
H 6.023 3.208 -3.321 0.0 0.0 0.0
H 7.183 2.498 -4.462 0.0 0.0 0.0
H 8.441 2.956 -2.437 0.0 0.0 0.0
H 8.164 1.201 -2.450 0.0 0.0 0.0
Br -6.907 -5.615 0.757 0.0 0.0 0.0
C -5.967 -4.652 -0.648 0.0 -0.1 0.1
C -5.258 -3.434 -0.121 0.0 0.1 0.0
Br -6.494 -1.987 0.277 -0.1 -0.1 -0.1
H -6.707 -4.406 -1.402 0.0 0.0 0.0
H -5.247 -5.357 -1.058 0.0 0.0 0.0
H -4.576 -3.040 -0.872 0.0 0.0 0.0
H -4.709 -3.624 0.794 0.0 0.0 0.0
```
Positions in Å, forces in eV/Å.

Values from the calculation:
- LUMO (spin up / spin down) (eV) = 0.236 / 0.227
- molecular weight (g mol⁻¹) = 928.114
- net charge = 0
- HOMO energy (spin up / spin down) (eV) = -8.4 / -9.5
- total energy (Eh) = -17177.11425
- 2S+1 = 2
- ⟨S²⟩ = 0.754

---

[2]
Formula: C39H42Cl3N4S3SiTi
Source: the Open Molecules 2025 dataset
Level of theory: the ωB97M-V functional and the def2-TZVPD basis

XYZ file:
```
93
Properties=species:S:1:pos:R:3:forces:R:3
Ti -0.024 0.243 0.080 -0.8 0.4 -0.1
S -2.473 -0.562 0.983 0.3 0.2 -0.3
C -2.672 -2.136 0.499 0.5 -0.5 -0.1
N -3.849 -2.712 0.296 0.0 0.3 0.2
C -3.966 -4.094 -0.140 0.0 -0.1 0.0
C -2.891 -4.909 0.521 0.0 0.1 0.0
N -1.597 -4.314 0.193 0.2 0.1 -0.1
C -0.505 -5.270 -0.091 -0.1 0.2 -0.1
C -0.091 -6.049 1.126 0.0 -0.1 0.0
C -0.648 -7.298 1.382 0.0 0.0 0.0
C -0.278 -8.019 2.505 0.0 0.0 0.0
C 0.667 -7.498 3.374 0.0 0.0 0.0
C 1.237 -6.261 3.116 0.0 0.0 0.0
C 0.859 -5.534 1.999 0.0 0.0 0.1
C -1.419 -3.002 0.271 -0.4 0.2 0.0
S 0.089 -2.296 0.166 0.3 -0.1 0.0
C -5.118 -2.031 0.612 0.0 0.0 -0.1
C -5.670 -2.545 1.917 0.0 0.0 0.0
C -5.020 -2.257 3.115 0.0 0.0 0.0
C -5.502 -2.771 4.306 0.0 0.0 0.1
C -6.636 -3.571 4.315 0.0 0.0 0.0
C -7.292 -3.854 3.130 0.0 0.0 0.0
C -6.807 -3.343 1.933 0.0 0.0 0.0
H -3.885 -4.137 -1.230 0.0 -0.1 0.0
H -4.953 -4.452 0.152 0.0 0.0 0.0
H -2.891 -5.934 0.160 0.0 0.0 0.0
H -3.015 -4.931 1.608 -0.1 0.0 0.0
H 0.322 -4.706 -0.516 0.0 0.0 0.1
H -0.890 -5.940 -0.862 0.0 0.0 0.0
H -1.360 -7.723 0.683 0.0 0.0 0.0
H -0.712 -8.992 2.690 0.0 0.0 0.0
H 0.971 -8.062 4.246 0.0 0.0 0.0
H 1.991 -5.867 3.783 0.0 0.0 0.0
H 1.312 -4.571 1.799 0.0 0.1 0.0
H -5.812 -2.235 -0.205 0.0 0.0 0.0
H -4.922 -0.962 0.631 0.0 0.0 0.0
H -4.139 -1.630 3.113 0.1 0.0 0.0
H -4.998 -2.540 5.235 0.0 0.0 0.0
H -7.009 -3.967 5.249 0.0 0.0 0.0
H -8.182 -4.468 3.130 0.0 0.0 0.0
H -7.329 -3.554 1.007 0.0 0.0 0.0
Cl 1.159 2.821 0.460 0.0 0.0 -0.1
C -0.171 3.948 0.422 0.1 -0.2 0.0
C 0.015 5.221 0.926 -0.1 0.0 0.0
C -1.043 6.115 0.866 0.0 -0.1 0.0
C -2.250 5.722 0.308 0.1 0.0 0.0
C -2.399 4.438 -0.185 -0.1 0.0 0.0
Cl -3.930 4.005 -0.882 0.0 0.0 0.0
C -1.362 3.500 -0.142 0.0 0.1 0.1
S -1.559 1.900 -0.824 0.2 -0.1 0.1
H 0.968 5.497 1.354 0.0 0.0 0.0
H -0.930 7.117 1.254 0.0 0.0 0.0
H -3.085 6.405 0.254 0.0 0.0 0.0
C 5.589 1.556 -1.325 0.0 -0.1 0.0
Si 4.663 0.043 -1.912 -0.1 0.0 0.0
C 4.421 0.092 -3.771 0.0 0.0 0.1
C 5.477 -1.552 -1.375 0.1 0.1 -0.1
C 2.977 0.068 -1.131 0.3 0.0 -0.2
C 1.865 0.090 -0.634 -0.1 -0.2 0.1
H 6.584 1.597 -1.769 0.0 0.0 0.0
H 5.708 1.546 -0.241 0.0 0.0 0.0
H 5.062 2.471 -1.595 0.0 0.0 0.0
H 5.381 0.097 -4.288 0.1 0.0 0.0
H 3.875 0.987 -4.071 0.0 0.0 0.0
H 3.863 -0.781 -4.114 0.0 0.0 0.0
H 6.475 -1.641 -1.808 0.0 0.0 0.0
H 4.896 -2.419 -1.690 -0.1 0.0 0.0
H 5.582 -1.594 -0.290 0.0 0.0 0.0
C -0.018 0.263 -5.457 0.0 0.0 -0.1
N -0.978 0.467 -4.379 0.0 0.0 0.0
C -2.285 1.051 -4.662 0.0 0.1 0.0
C -0.741 -0.027 -3.200 0.1 -0.1 0.2
N -0.535 -0.444 -2.139 -0.3 0.0 0.3
H 0.173 1.214 -5.954 0.0 0.0 0.0
H -0.400 -0.458 -6.183 0.0 0.0 0.0
H 0.914 -0.108 -5.037 0.0 0.0 0.0
H -2.142 1.980 -5.214 0.0 0.0 0.0
H -2.780 1.281 -3.721 0.0 0.0 0.0
H -2.896 0.366 -5.252 0.0 0.0 0.0
Cl 2.620 -1.644 2.299 -0.1 -0.1 0.1
C 1.156 -1.729 3.247 0.2 0.1 0.0
C 1.003 -2.786 4.129 0.1 0.0 -0.1
C -0.146 -2.885 4.891 -0.1 0.0 0.1
C -1.118 -1.895 4.793 0.1 0.0 0.0
C -0.937 -0.833 3.926 0.1 -0.1 0.0
C 0.196 -0.730 3.105 -0.3 -0.1 0.2
C 0.338 0.395 2.162 0.0 0.0 -0.2
H 1.793 -3.516 4.215 0.0 0.0 0.0
H -0.265 -3.715 5.573 0.0 0.0 0.0
H -2.004 -1.934 5.412 0.0 0.0 0.0
H -1.677 -0.043 3.889 0.0 0.0 -0.1
H 1.355 0.798 2.168 0.0 0.0 0.0
H -0.360 1.206 2.425 0.1 0.0 -0.1
```
Positions in Å, forces in eV/Å.

Values from the calculation:
- LUMO (eV) = -3.603
- molecular weight (g mol⁻¹) = 845.306
- net charge = +1
- HOMO energy (eV) = -10.2
- total energy (Eh) = -5444.28720

---

[3]
Formula: C5H15N2
Source: the Open Molecules 2025 dataset
Level of theory: the ωB97M-V functional and the def2-TZVPD basis

XYZ file:
```
22
Properties=species:S:1:pos:R:3:forces:R:3
C -1.004 -2.184 -2.040 -1.9 0.4 0.4
C -0.482 -0.797 -1.772 -0.4 1.9 -1.7
N -0.687 -0.398 -0.340 1.2 -0.4 -0.9
C -0.681 0.937 0.206 -2.0 0.9 -0.1
C 0.419 1.218 1.230 -0.6 2.4 0.3
C 1.780 1.169 0.613 -0.9 3.5 -2.7
N 0.420 0.216 2.357 2.4 -0.7 1.8
H -0.369 -2.960 -1.635 0.2 -0.4 -0.4
H -1.302 -2.220 -3.117 0.8 -0.6 0.9
H -1.995 -2.257 -1.509 0.7 -0.2 -0.4
H -1.069 -0.175 -2.575 0.9 -0.3 1.9
H 0.562 -0.739 -2.126 -0.2 0.2 0.6
H -1.403 -0.998 -0.034 -1.1 -0.3 0.8
H -1.675 1.308 0.693 1.2 -1.3 -0.7
H -0.600 1.689 -0.606 0.4 -0.4 0.4
H 0.122 2.345 1.651 1.2 -3.1 -0.7
H 2.226 0.363 0.114 -0.5 -2.0 -0.6
H 2.563 1.545 1.165 1.5 0.9 2.0
H 1.725 1.971 -0.221 0.1 -1.2 1.1
H -0.487 0.153 2.855 0.3 -0.7 -0.8
H 0.838 -0.721 1.881 -1.7 2.2 1.7
H 1.100 0.535 3.210 -1.6 -1.0 -2.8
```
Positions in Å, forces in eV/Å.

Values from the calculation:
- LUMO (eV) = -3.715
- molecular weight (g mol⁻¹) = 103.189
- net charge = +1
- HOMO energy (eV) = -12.8
- total energy (Eh) = -308.70229

---

[4]
Formula: C19H18Cl2O8Sc
Source: the Open Molecules 2025 dataset
Level of theory: the ωB97M-V functional and the def2-TZVPD basis

XYZ file:
```
48
Properties=species:S:1:pos:R:3:forces:R:3
Sc 0.082 -0.223 -0.189 1.5 0.2 0.6
O 1.190 3.413 1.502 0.1 0.2 0.4
C 0.935 2.164 1.281 -0.1 -0.2 -0.2
O 0.804 1.688 0.158 0.3 0.7 0.3
C 0.783 1.275 2.500 -0.2 0.4 0.3
O 0.312 0.000 2.078 0.2 0.2 -0.1
C 1.207 -1.091 2.379 0.7 -0.6 -0.1
C 2.273 -1.233 1.224 0.2 -0.1 1.9
O 3.414 -1.501 1.472 0.1 -0.1 0.0
O 1.735 -1.016 0.073 2.1 -1.0 -0.4
H 1.241 3.954 0.686 -0.1 -0.3 -0.1
H 1.750 1.207 3.018 -0.2 0.0 -0.1
H 0.051 1.714 3.195 0.2 0.0 -0.2
H 1.687 -0.954 3.351 -0.1 0.0 -0.2
H 0.581 -1.993 2.406 0.2 0.2 0.0
O -0.012 0.082 -2.197 -0.1 0.5 -1.4
C -1.221 0.883 -2.432 -1.3 0.3 0.2
C -2.267 0.312 -1.380 -0.7 0.3 -1.9
O -3.406 0.097 -1.678 0.1 0.1 0.1
O -1.710 0.161 -0.225 -2.9 0.3 1.0
C -1.679 0.751 -3.863 0.3 -0.2 0.0
C -2.641 1.623 -4.361 0.1 -0.1 0.0
C -3.024 1.545 -5.688 0.0 0.0 0.1
C -2.439 0.611 -6.528 0.1 -0.1 0.0
C -1.508 -0.282 -6.027 0.0 0.0 -0.1
C -1.138 -0.226 -4.695 0.0 0.1 0.2
C -0.934 2.326 -2.037 0.2 0.3 -0.2
C 0.282 2.908 -2.393 -0.4 0.0 -0.1
C 0.593 4.190 -1.969 0.1 -0.1 -0.1
C -0.318 4.917 -1.218 0.0 0.0 0.0
C -1.552 4.365 -0.912 0.0 0.0 0.0
C -1.860 3.076 -1.315 0.2 -0.1 -0.1
H 0.568 0.254 -2.963 0.1 -0.3 0.4
H -3.090 2.354 -3.709 0.0 0.1 0.0
H -3.773 2.220 -6.072 -0.1 0.1 0.0
H -2.711 0.571 -7.570 -0.1 0.0 -0.1
H -1.062 -1.025 -6.669 0.0 -0.1 -0.1
H -0.444 -0.966 -4.313 0.0 0.0 0.0
H 0.991 2.377 -3.016 0.1 0.0 0.0
H 1.542 4.628 -2.242 0.1 0.0 -0.1
H -0.082 5.924 -0.906 0.0 0.1 0.0
H -2.279 4.946 -0.365 -0.1 0.0 0.1
H -2.828 2.663 -1.076 -0.1 -0.1 0.1
Cl -0.908 -2.596 -0.578 -0.8 -0.7 -0.1
C -0.234 -4.211 -0.202 0.7 -0.2 0.2
Cl 1.306 -4.040 0.658 -0.3 -0.5 -0.2
H -0.060 -4.730 -1.143 -0.1 0.2 0.1
H -0.952 -4.739 0.427 0.1 0.3 -0.1
```
Positions in Å, forces in eV/Å.

Values from the calculation:
- LUMO (eV) = -2.860
- molecular weight (g mol⁻¹) = 490.207
- net charge = +1
- HOMO energy (eV) = -11.9
- total energy (Eh) = -3017.79952